Formula: C27H72O9
Source: OMol25
Level of theory: the ωB97M-V functional and the def2-TZVPD basis

XYZ file:
```
108
Properties=species:S:1:pos:R:3:forces:R:3:lowdin_charge:R:1
C 8.319 -23.710 -15.770 -1.444 0.434 -0.464 -0.038
C 7.749 -22.779 -14.701 1.684 -0.204 1.077 -0.441
C 8.228 -23.264 -13.323 -0.432 0.368 0.463 -0.049
O 8.340 -21.500 -14.946 -0.376 0.121 -0.231 -0.095
H 8.168 -23.282 -16.766 -0.094 0.073 0.029 0.064
H 7.727 -24.627 -15.745 0.449 -0.295 -0.006 0.079
H 9.389 -23.870 -15.668 -0.083 -0.154 0.347 0.054
H 6.661 -22.711 -14.601 -0.091 -0.038 -0.812 0.137
H 7.816 -24.240 -13.058 0.210 -0.121 -0.204 0.082
H 7.866 -22.583 -12.543 -0.021 0.070 -0.101 0.066
H 9.316 -23.251 -13.247 0.025 -0.261 -0.202 0.082
H 8.023 -20.849 -14.292 0.228 -0.219 -0.051 0.050
C 9.547 -24.741 -19.192 -0.515 -0.139 0.104 -0.044
C 8.256 -25.181 -19.885 0.040 0.503 -0.981 -0.476
C 7.903 -24.420 -21.175 0.873 0.250 0.065 -0.046
O 8.382 -26.556 -20.249 -0.076 -0.292 0.318 -0.065
H 9.533 -23.725 -18.794 -0.238 0.035 -0.047 0.059
H 10.400 -24.809 -19.870 0.015 -0.172 0.001 0.088
H 9.650 -25.442 -18.362 0.429 0.140 0.052 0.063
H 7.418 -25.124 -19.187 0.031 -0.113 0.037 0.118
H 8.792 -24.405 -21.821 0.012 -0.187 0.028 0.080
H 7.667 -23.363 -21.048 -0.299 -0.141 0.250 0.059
H 7.124 -24.935 -21.729 -0.235 0.099 0.166 0.081
H 9.032 -26.604 -20.960 -0.025 -0.032 0.043 0.090
C 7.992 -27.629 -16.349 -0.578 0.157 0.314 -0.063
C 8.120 -29.116 -16.687 0.354 0.524 0.871 -0.479
C 9.161 -29.351 -17.757 -0.327 -0.493 -0.385 -0.052
O 8.496 -29.826 -15.497 0.276 -0.127 -0.204 -0.058
H 7.307 -27.441 -15.511 -0.256 -0.323 -0.149 0.073
H 7.600 -27.061 -17.196 0.234 0.042 -0.052 0.071
H 8.918 -27.193 -15.969 0.299 -0.204 -0.478 0.067
H 7.168 -29.551 -17.008 -0.117 0.359 -0.256 0.134
H 10.189 -29.177 -17.444 -0.094 0.105 0.303 0.077
H 8.945 -28.709 -18.613 0.009 0.024 -0.003 0.068
H 9.071 -30.387 -18.092 0.222 0.020 -0.040 0.080
H 7.834 -29.636 -14.827 -0.006 -0.028 0.042 0.078
C 10.452 -18.862 -13.120 0.135 -0.277 0.325 -0.032
C 9.638 -19.920 -12.364 0.429 0.815 0.505 -0.462
C 9.765 -19.830 -10.849 0.904 0.043 0.130 -0.049
O 8.254 -19.853 -12.724 -0.041 -0.240 -0.170 -0.077
H 11.487 -18.891 -12.769 0.017 -0.122 -0.137 0.085
H 10.123 -17.831 -12.972 -0.334 -0.093 0.041 0.084
H 10.436 -19.118 -14.178 0.032 0.170 -0.082 0.061
H 10.066 -20.874 -12.671 -0.576 -0.241 -0.170 0.128
H 10.824 -19.942 -10.592 -0.063 -0.038 0.023 0.086
H 9.235 -20.623 -10.325 -0.197 -0.005 -0.157 0.066
H 9.480 -18.860 -10.431 -0.254 0.033 -0.219 0.083
H 7.914 -19.044 -12.328 -0.080 -0.030 -0.054 0.097
C 3.820 -19.212 -15.098 -0.395 0.636 -0.249 -0.055
C 5.262 -19.072 -14.644 0.243 -0.206 -0.311 -0.486
C 6.228 -19.224 -15.816 0.042 -0.014 -0.200 -0.054
O 5.441 -17.776 -14.072 -0.148 0.098 0.078 -0.039
H 3.567 -20.204 -15.471 0.193 -0.059 0.005 0.065
H 3.630 -18.487 -15.896 0.066 -0.130 -0.089 0.086
H 3.104 -18.945 -14.318 0.208 -0.167 0.229 0.079
H 5.461 -19.861 -13.909 0.143 0.141 0.125 0.132
H 7.279 -19.113 -15.550 -0.063 -0.149 0.374 0.065
H 6.070 -18.449 -16.571 -0.382 -0.031 0.034 0.090
H 6.100 -20.203 -16.282 0.044 0.060 -0.027 0.051
H 5.866 -17.846 -13.216 -0.029 -0.066 0.072 0.075
C 12.522 -26.672 -17.546 -0.068 0.106 -0.123 -0.051
C 12.625 -25.350 -16.807 0.193 -0.331 0.727 -0.477
C 11.727 -25.271 -15.563 0.137 0.396 -0.137 -0.045
O 13.990 -25.256 -16.372 0.061 0.371 -0.369 -0.060
H 13.070 -27.446 -17.010 -0.331 -0.064 0.278 0.087
H 12.979 -26.652 -18.537 -0.059 0.302 -0.021 0.080
H 11.462 -26.911 -17.658 0.131 -0.314 -0.036 0.055
H 12.361 -24.525 -17.477 0.121 0.009 -0.079 0.112
H 10.729 -25.672 -15.748 0.085 -0.117 0.091 0.051
H 11.615 -24.228 -15.253 -0.031 0.043 -0.152 0.055
H 12.216 -25.758 -14.720 -0.144 -0.442 -0.136 0.088
H 14.119 -24.418 -15.912 -0.081 -0.040 -0.047 0.085
C 6.260 -21.608 -18.866 -0.116 0.480 -0.031 -0.047
C 5.260 -22.728 -18.768 -0.806 -0.361 0.028 -0.495
C 4.073 -22.390 -17.876 0.083 0.448 0.372 -0.055
O 4.815 -23.041 -20.099 0.095 0.029 0.249 -0.053
H 5.785 -20.629 -18.986 -0.274 -0.181 -0.253 0.090
H 6.874 -21.783 -19.748 0.354 0.086 0.250 0.066
H 6.827 -21.486 -17.942 0.319 -0.385 -0.151 0.061
H 5.710 -23.639 -18.351 0.356 0.153 -0.005 0.120
H 3.471 -23.263 -17.620 0.028 -0.043 -0.061 0.078
H 3.421 -21.635 -18.320 0.088 -0.070 -0.234 0.089
H 4.441 -21.942 -16.946 -0.022 -0.211 0.067 0.057
H 4.228 -23.800 -20.013 -0.032 0.046 -0.185 0.088
C 6.311 -19.343 -7.126 0.890 -0.383 0.327 -0.058
C 6.588 -19.645 -8.594 -0.006 0.143 0.438 -0.507
C 6.659 -21.123 -8.928 -0.408 0.010 0.056 -0.064
O 5.647 -18.933 -9.398 0.175 -0.205 -0.285 -0.053
H 5.311 -19.640 -6.810 -0.129 0.186 -0.129 0.081
H 6.527 -18.299 -6.907 -0.467 0.118 -0.105 0.079
H 7.012 -19.891 -6.484 -0.068 -0.143 -0.127 0.080
H 7.576 -19.249 -8.838 -0.146 0.322 -0.121 0.116
H 5.751 -21.661 -8.639 -0.046 0.086 0.006 0.083
H 7.487 -21.576 -8.383 0.072 -0.072 -0.141 0.083
H 6.790 -21.234 -10.005 0.138 -0.134 0.030 0.067
H 4.787 -19.352 -9.271 0.017 0.077 -0.021 0.089
C 10.628 -19.961 -17.150 -0.035 0.167 -0.638 -0.054
C 11.224 -21.340 -16.997 0.748 -0.098 0.156 -0.486
C 12.645 -21.406 -17.528 0.437 -0.123 -0.164 -0.051
O 11.224 -21.769 -15.623 -0.463 0.135 -0.639 -0.070
H 9.565 -19.981 -16.908 0.043 0.216 0.206 0.066
H 10.728 -19.652 -18.197 -0.177 -0.076 0.004 0.083
H 11.173 -19.203 -16.586 -0.109 -0.145 0.321 0.081
H 10.631 -22.050 -17.589 -0.073 0.015 0.045 0.118
H 13.041 -22.422 -17.477 -0.083 -0.023 0.014 0.057
H 13.366 -20.769 -17.009 -0.318 0.098 0.298 0.086
H 12.690 -21.093 -18.574 -0.184 -0.092 -0.018 0.082
H 10.271 -21.805 -15.425 0.125 0.102 0.531 0.037
```
Positions in Å, forces in eV/Å.

Computed properties:
SMILES: CC(C)O.CC(C)O.CC(C)O.CC(C)O.CC(C)O.CC(C)O.CC(C)O.CC(C)O.CC(C)O
Frontier orbital gap: 10.390 eV
Spin multiplicity: 1
DFT total energy: -47593.8510 eV